# 1
The following is a quantum chemistry calculation of C18H13NO3 in the gas phase, from the OMol25 dataset.

Atoms and positions in Å:
O: 3.8802 2.0853 -3.6559
O: 2.3096 4.1182 -4.7783
O: -3.4213 -1.7037 2.3533
N: -2.2215 -2.3669 2.7247
C: -0.8352 -1.0248 1.1061
C: 0.5404 -1.0440 0.8473
C: 2.7220 2.2666 -3.2745
C: 0.0051 2.5951 -2.5600
C: 0.8028 1.5294 -1.8709
C: 2.9656 0.5165 -1.4814
C: 1.2379 -2.0426 1.7569
C: 0.2807 0.6802 -0.8552
C: 0.1220 -2.7632 2.5191
C: -4.3799 -1.5502 3.4146
C: -1.0893 -2.0544 2.1517
C: 2.4728 -0.2615 -0.4395
C: -1.0830 0.6705 -0.5811
C: -1.6529 -0.1292 0.3934
C: 2.1496 1.4360 -2.2146
C: 1.1014 -0.2140 -0.1408
C: 1.9040 3.3116 -3.9066
C: 0.5329 3.4577 -3.5009
H: 1.8387 -1.4695 2.4685
H: -4.4181 -2.4576 4.0473
H: 1.8823 -2.7297 1.1965
H: -0.0982 4.2240 -3.9799
H: -1.0820 2.7414 -2.3462
H: -2.7119 -0.0702 0.5824
H: -5.3739 -1.3657 2.9456
H: -4.1524 -0.7014 4.0457
H: 3.1163 -0.9026 0.1354
H: 0.2997 -2.7343 3.6016
H: 0.0879 -3.7777 2.1907
H: -1.7424 1.3025 -1.1409
H: 4.0103 0.4285 -1.7542

Summary:
relative energy (zero: lowest compared OMol25 entry of this formula, charge and spin) = 62.83 kcal/mol
structure (SMILES) = CO/N=C1/CCc2c1ccc1c3c(ccc21)C(=O)C(=O)C=C3
E_HOMO = -8.4 eV
net charge = 0
Kohn-Sham gap = 6.5 eV
LUMO energy = -1.9 eV

# 2
The following is a quantum chemistry calculation of 2 unconnected molecules or ions with the total composition C18H14BF5O, from the OMol25 dataset.

Atoms and positions in Å:
F: -1.4403 1.0174 4.0258
F: 0.1410 -0.3538 2.9967
F: -0.1264 1.8770 2.2864
F: 5.3022 -1.3240 -0.0834
F: 2.9779 0.6477 -4.7340
O: -2.9732 1.2643 1.8267
C: 0.6154 -0.2090 -0.5234
C: 3.9835 -1.7042 0.0954
C: 0.8083 2.7962 -2.7456
C: 2.3687 -3.2823 0.8369
C: 1.3342 -2.3908 0.5410
C: 2.9891 -0.8422 -0.3155
C: 1.7205 2.4038 -3.7353
C: -4.1383 0.6324 1.5447
C: -2.4866 -0.8797 1.4347
C: -1.9355 0.3418 1.7663
C: -3.8895 -0.6968 1.2758
C: 1.7353 0.1511 -2.7598
C: -5.3965 1.3461 1.6626
C: 0.8899 0.5800 -1.6846
C: 2.1306 1.0665 -3.7259
C: 1.6060 -1.1346 -0.0747
C: 0.3700 1.8952 -1.7806
C: 3.7215 -2.9539 0.6426
B: -0.7103 0.7490 2.8608
H: 2.0931 3.0777 -4.4907
H: -5.4645 1.8933 2.6055
H: 0.4449 3.8196 -2.7448
H: -0.3360 -0.0700 -0.0072
H: 4.5369 -3.6224 0.8923
H: 3.2629 0.0577 -0.8596
H: -6.2073 0.6207 1.6272
H: -0.3595 2.1932 -1.0291
H: -1.9340 -1.7941 1.3190
H: 2.1392 -4.2638 1.2321
H: -4.6416 -1.4393 1.0241
H: 2.1139 -0.8660 -2.7962
H: 0.3020 -2.6508 0.7524
H: -5.5473 2.0470 0.8412

Summary:
relative energy (zero: lowest compared OMol25 entry of this formula, charge and spin) = 11.82 kcal/mol
E_HOMO = -7.0 eV
net charge = 0
Kohn-Sham gap = 3.4 eV
LUMO energy = -3.6 eV

# 3
The following is a quantum chemistry calculation of a molecular structure, C18H14Br2ClCoN6O4S2, from the OMol25 dataset.

Atoms and positions in Å:
Br: -2.6252 4.3647 -1.5514
Br: 0.2707 2.9677 -1.3885
Co: -0.5286 1.4563 0.4818
Cl: 2.6147 -3.2195 2.2190
S: -0.9844 -2.7529 -1.4293
S: -5.0823 1.6993 0.6777
O: 1.0652 2.1143 4.0674
O: -0.0910 2.2613 2.1629
O: 2.4285 -2.1307 4.8713
O: 2.1716 0.0089 5.3716
N: -2.5570 1.3736 0.5232
N: 1.6548 -1.0522 0.8783
N: 2.1014 -0.4240 -1.3465
N: -3.1614 3.1667 1.8941
N: 1.2386 0.2220 1.1311
N: -0.8793 -0.4218 -0.4842
C: 1.8557 -0.7287 3.0806
C: -2.2114 -0.6693 -0.7181
C: 2.2800 -3.2554 -2.1131
C: -3.1467 0.3516 -0.2237
C: -2.4422 -1.8992 -1.2564
C: 2.0157 -1.6516 2.0672
C: 1.7452 -1.2707 -3.6210
C: 2.1744 -1.0112 4.5357
C: -3.4655 2.1431 1.0903
C: 0.7746 1.7186 2.9634
C: -1.1952 3.6202 -2.5400
C: 1.3779 -1.5015 -0.5013
C: 1.6814 -0.2596 -2.7431
C: 1.3449 0.4134 2.4327
C: -0.1218 -1.4427 -0.7932
C: -4.4843 0.3866 -0.2744
C: 1.9690 -2.8325 -0.8598
C: 2.1332 -2.6136 -3.3685
H: 3.1002 -0.6576 -1.3006
H: 2.3146 -3.2275 -4.2406
H: -0.7139 4.3856 -3.1334
H: 2.6586 -4.2701 -2.1618
H: -5.1619 -0.2858 -0.7771
H: -3.3860 -2.3547 -1.5153
H: -2.2120 3.2667 2.2305
H: 1.5023 -1.0114 -4.6449
H: 1.9821 0.4575 -0.8337
H: 1.9051 0.8628 4.9563
H: 2.1099 -3.5192 -0.0449
H: -1.5311 2.7746 -3.1225
H: -3.8810 3.7009 2.3503
H: 1.3918 0.7472 -2.9981

Summary:
relative energy (zero: lowest compared OMol25 entry of this formula, charge and spin) = 34.23 kcal/mol
E_HOMO (spin up / spin down) = -14.3 / -14.3 eV
net charge = +2
Kohn-Sham gap (spin up / spin down) = 7.8 / 6.1 eV
multiplicity = 5
LUMO energy (spin up / spin down) = -6.5 / -8.2 eV

# 4
The following is a quantum chemistry calculation of a molecular structure, C18H14Br2ClCoN6O4S2, from the OMol25 dataset.

Atoms and positions in Å:
Br: 0.1583 0.0087 2.3551
Br: 0.2811 3.1659 1.8174
Co: -0.0398 -0.1318 -0.4292
Cl: 5.9473 1.0586 0.0601
S: -3.3678 3.0717 -0.6830
S: -3.6164 -3.1203 0.6469
O: 1.5850 -3.1190 -0.0754
O: 4.4122 -3.3338 -0.0319
O: 0.6726 -1.5508 -1.3719
O: 6.2426 -2.1001 0.0719
N: -1.0133 -3.6775 0.1771
N: 3.2972 1.0616 -0.2727
N: 2.2385 0.2569 -0.4494
N: -1.7047 -1.4397 0.0956
N: -0.7924 3.2255 -1.4468
N: -1.5959 1.1936 -0.5874
C: -2.8463 -0.7278 0.1947
C: -1.7446 2.4549 -0.9447
C: 2.6676 2.8807 -1.7266
C: 3.1990 2.4666 -0.5096
C: 4.4207 0.3250 -0.0927
C: 4.9244 -2.2572 -0.0263
C: 3.5678 4.7384 0.1332
C: -2.7947 0.6656 -0.1196
C: -3.8395 1.5471 -0.0970
C: 3.0316 5.1651 -1.0727
C: 4.0819 -1.0181 -0.1528
C: 0.7246 1.7533 3.0315
C: 1.6224 -2.0316 -0.6194
C: 2.6954 -0.9955 -0.3853
C: -1.9086 -2.7410 0.2657
C: -3.9838 -1.4825 0.5079
C: 3.6563 3.3847 0.4215
C: 2.5850 4.2368 -2.0045
H: -1.2709 -4.6478 0.3008
H: -4.9952 -1.1236 0.6263
H: 2.3848 2.1329 -2.4604
H: 0.2077 1.9120 3.9687
H: 2.9839 6.2217 -1.3002
H: 6.5438 -1.1866 0.0353
H: 0.0065 -3.4805 -0.0439
H: 1.7981 1.7178 3.1628
H: 3.9246 5.4627 0.8528
H: -4.8498 1.3641 0.2350
H: 4.0674 3.0515 1.3653
H: 0.1559 2.8879 -1.5320
H: -0.9695 4.1915 -1.6678
H: 2.2120 4.5684 -2.9660

Summary:
relative energy (zero: lowest compared OMol25 entry of this formula, charge and spin) = 0.00 kcal/mol
E_HOMO (spin up / spin down) = -14.7 / -14.7 eV
net charge = +2
Kohn-Sham gap (spin up / spin down) = 8.0 / 5.4 eV
multiplicity = 5
LUMO energy (spin up / spin down) = -6.7 / -9.4 eV

# 5
The following is a quantum chemistry calculation of a molecular structure, C18H14BrN6O5RuS, from the OMol25 dataset.

Atoms and positions in Å:
Ru: -2.0614 0.3265 0.6148
Br: -2.2818 -0.0621 3.0172
S: -2.6408 -2.6626 -0.6616
O: -4.0945 0.9088 0.5951
O: -2.0369 0.7181 -1.3419
O: -4.4606 1.9021 0.0189
O: -1.3948 -3.0687 -1.3178
O: -3.1317 -0.7644 -3.1844
N: -2.6352 -1.4874 0.2123
N: -2.6111 6.2804 -1.0018
N: -0.0378 -0.4649 -1.0837
N: -0.2095 -0.3947 0.1849
N: -1.5158 2.2135 0.8732
N: -1.2675 4.4486 -0.0127
C: -1.4670 3.3046 0.4096
C: 3.1161 0.0286 3.1368
C: 0.3136 0.0928 -4.1042
C: 2.2736 -0.7505 3.9263
C: 3.8621 -0.6080 5.7333
C: 0.9988 -1.3126 3.4141
C: -2.0195 5.4068 -0.5320
C: 4.7053 0.1509 4.9381
C: -1.8905 -1.2273 -5.1290
C: 0.6533 -1.3579 2.1714
C: -0.8404 -0.0163 -3.3281
C: 2.6479 -1.0547 5.2293
C: -0.7273 -1.1297 -5.8726
C: 4.3255 0.4756 3.6405
C: -1.9580 -0.6663 -3.8580
C: 0.4024 -1.4420 0.8832
C: 0.3844 -0.4590 -5.3696
C: -0.7990 0.5060 -1.9209
H: -0.2140 1.4309 -1.9091
H: 4.9735 1.0835 3.0217
H: 1.2876 -0.3677 -5.9584
H: 5.6541 0.4968 5.3284
H: -3.0610 -0.1805 -2.4105
H: 0.0834 -1.4134 -1.4639
H: -2.7674 -1.7334 -5.5129
H: -0.6901 -1.5677 -6.8626
H: 0.7242 -2.3048 0.3090
H: 4.1458 -0.8539 6.7479
H: 0.2935 -1.7013 4.1438
H: 1.1698 0.6231 -3.6971
H: 2.8125 0.3003 2.1314
H: 1.9863 -1.6464 5.8518

Summary:
relative energy (zero: lowest compared OMol25 entry of this formula, charge and spin) = 16.81 kcal/mol
E_HOMO (spin up / spin down) = -9.0 / -8.9 eV
net charge = 0
Kohn-Sham gap (spin up / spin down) = 5.5 / 5.0 eV
multiplicity = 2
LUMO energy (spin up / spin down) = -3.5 / -3.9 eV

# 6
The following is a quantum chemistry calculation of a molecular structure, C18H14CeF3N2O3S2, from the OMol25 dataset.

Atoms and positions in Å:
Ce: 0.9555 -2.2823 1.1046
S: -1.4403 0.9115 2.2667
S: 1.4146 -0.0249 2.3469
F: -2.1751 -4.3677 4.5717
F: -0.2771 -5.1636 4.9504
F: -0.7455 -3.1192 5.5514
O: -0.9048 -3.3818 2.1621
O: 2.1934 -2.9048 -0.3674
O: 1.0078 -3.2979 3.1923
N: 1.0169 -0.5461 -0.3600
N: -0.1167 0.1262 0.1170
C: -0.0130 0.3416 1.3998
C: 2.4256 -1.2469 -2.1311
C: -2.9528 2.6138 0.6710
C: -4.2416 4.6757 0.5073
C: -2.0404 4.6337 -0.3496
C: -2.8132 1.1832 1.0378
C: -0.2485 -3.5444 3.2422
C: -3.2225 5.3296 -0.1267
C: -0.8728 -4.0338 4.6308
C: 1.4076 -0.3842 -1.5582
C: -1.9135 3.3889 0.1055
C: 4.5707 -2.8418 -3.1297
C: 4.2417 -1.6211 -3.7321
C: -4.1289 3.2869 0.8820
C: 2.8981 -2.4290 -1.4335
C: 3.1950 -0.8715 -3.2669
C: 0.9725 0.7931 -2.3398
C: 3.9241 -3.2631 -1.9725
H: -0.9984 2.8030 -0.0594
H: 3.9737 -4.3134 -1.5543
H: 4.8970 -1.3695 -4.5853
H: -1.1755 5.0296 -0.8197
H: 5.3772 -3.4578 -3.4241
H: -2.6672 0.4321 0.2935
H: -0.0381 1.1304 -2.1147
H: 1.5698 1.6197 -2.0437
H: 2.9920 0.0560 -3.7359
H: -5.0717 2.9081 1.4021
H: -3.6503 0.7992 1.6619
H: 0.9697 0.7895 -3.4405
H: -5.1078 5.2404 0.8931
H: -3.1873 6.3724 -0.4448

Summary:
E_HOMO (spin up / spin down) = -11.6 / -11.6 eV
net charge = +1
Kohn-Sham gap (spin up / spin down) = 6.0 / 6.0 eV
LUMO energy (spin up / spin down) = -5.5 / -5.5 eV